Entry 1:
{
  "formula": "C12H13ClNO3",
  "method": "ωB97M-V/def2-TZVPD",
  "orbital_gap_ev": 7.31,
  "homo_energy_ev": -4.5,
  "total_charge": -1,
  "smiles": "Cc1cccc(CN[C@H](CC(=O)Cl)C(=O)[O-])c1",
  "species": ["C", "C", "C", "C", "C", "C", "C", "N", "C", "C", "C", "O", "Cl", "C", "O", "O", "C", "H", "H", "H", "H", "H", "H", "H", "H", "H", "H", "H", "H", "H"],
  "coordinates": [[-2.245, 0.399, 3.765], [-1.907, -0.126, 2.392], [-2.941, -0.487, 1.530], [-2.627, -0.948, 0.257], [-1.306, -1.065, -0.172], [-0.282, -0.707, 0.694], [1.175, -0.841, 0.269], [1.328, -0.948, -1.187], [2.275, -0.010, -1.788], [1.848, 1.424, -1.568], [0.568, 1.825, -2.236], [0.191, 1.606, -3.306], [-0.488, 2.882, -1.145], [2.506, -0.367, -3.297], [3.591, 0.042, -3.766], [1.630, -1.064, -3.832], [-0.586, -0.240, 1.970], [-2.410, 1.474, 3.704], [-1.440, 0.225, 4.471], [-3.170, -0.037, 4.125], [-3.973, -0.410, 1.836], [-3.424, -1.208, -0.426], [-1.117, -1.415, -1.171], [1.539, -1.761, 0.735], [1.758, -0.029, 0.696], [1.653, -1.878, -1.399], [3.271, -0.110, -1.342], [2.636, 2.072, -1.945], [1.743, 1.662, -0.515], [0.203, 0.041, 2.654]]
}

=====

Entry 2:
{
  "formula": "C24H26N2O5",
  "method": "ωB97M-V/def2-TZVPD",
  "orbital_gap_ev": 8.76,
  "homo_energy_ev": -8.7,
  "relative_energy_kcal_mol": 35.0,
  "smiles": "Cc1cc(OCC(=O)Nc2ccc(CN3CCOCC3)cc2)c2c(C)cc(=O)oc2c1",
  "species": ["C", "C", "C", "C", "C", "C", "C", "H", "O", "C", "C", "O", "N", "C", "C", "C", "C", "C", "C", "H", "H", "C", "N", "C", "C", "H", "O", "C", "C", "H", "H", "H", "H", "H", "H", "H", "H", "H", "H", "H", "H", "H", "H", "C", "C", "C", "O", "O", "H", "C", "H", "H", "H", "H", "H", "H", "H"],
  "coordinates": [[1.897, 1.191, -3.472], [2.739, 0.895, -2.273], [3.479, 1.876, -1.650], [4.260, 1.568, -0.538], [4.323, 0.263, -0.015], [3.547, -0.730, -0.665], [2.782, -0.405, -1.769], [2.187, -1.156, -2.264], [3.575, -1.988, -0.130], [2.862, -3.019, -0.773], [1.333, -2.849, -0.736], [0.626, -3.346, -1.583], [0.927, -2.122, 0.329], [-0.358, -1.674, 0.659], [-0.488, -0.840, 1.766], [-1.729, -0.352, 2.128], [-2.861, -0.688, 1.399], [-2.722, -1.526, 0.299], [-1.488, -2.018, -0.076], [-1.391, -2.665, -0.932], [-3.600, -1.781, -0.274], [-4.220, -0.160, 1.767], [-4.873, 0.422, 0.607], [-6.271, 0.728, 0.848], [-6.895, 1.239, -0.451], [-7.935, 1.531, -0.291], [-6.230, 2.385, -0.927], [-4.866, 2.108, -1.138], [-4.192, 1.618, 0.142], [-3.147, 1.375, -0.061], [-4.228, 2.421, 0.902], [-4.413, 3.040, -1.482], [-4.757, 1.338, -1.916], [-6.849, 0.441, -1.207], [-6.785, -0.181, 1.166], [-6.389, 1.496, 1.634], [-4.845, -0.990, 2.113], [-4.131, 0.565, 2.596], [-1.814, 0.299, 2.986], [0.388, -0.567, 2.339], [1.660, -1.791, 0.946], [3.176, -3.148, -1.815], [3.119, -3.930, -0.222], [5.179, 0.053, 1.132], [5.845, 1.116, 1.640], [5.750, 2.451, 1.098], [6.315, 3.427, 1.523], [4.942, 2.599, 0.000], [6.498, 1.013, 2.492], [5.354, -1.292, 1.755], [5.702, -2.010, 1.017], [6.077, -1.236, 2.566], [4.410, -1.660, 2.151], [3.473, 2.896, -1.999], [0.893, 0.790, -3.339], [2.327, 0.720, -4.355], [1.832, 2.261, -3.647]]
}

=====

Entry 3:
{
  "formula": "C20H16BF4N2OPPdS",
  "method": "ωB97M-V/def2-TZVPD",
  "orbital_gap_ev": [6.84, 6.25],
  "homo_energy_ev": [-15.8, -15.6],
  "total_charge": 2,
  "species": ["Pd", "O", "N", "C", "C", "C", "C", "C", "C", "C", "P", "C", "C", "C", "C", "C", "C", "C", "C", "C", "C", "C", "C", "H", "H", "H", "H", "H", "H", "H", "H", "H", "H", "H", "H", "H", "H", "H", "H", "F", "B", "F", "F", "F", "S", "C", "N"],
  "coordinates": [[-1.875, -0.648, 0.562], [-2.899, 1.606, 1.873], [-2.189, 1.326, 0.751], [-1.905, 2.212, -0.120], [-1.114, 1.929, -1.319], [-1.351, 2.719, -2.433], [-0.668, 2.484, -3.622], [0.275, 1.475, -3.697], [0.546, 0.689, -2.584], [-0.143, 0.905, -1.391], [0.318, -0.050, 0.038], [1.087, -1.573, -0.320], [2.204, -1.984, 0.430], [2.808, -3.187, 0.129], [2.305, -3.982, -0.896], [1.196, -3.580, -1.639], [0.579, -2.382, -1.356], [1.046, 0.922, 1.307], [1.314, 0.393, 2.577], [1.962, 1.177, 3.511], [2.341, 2.477, 3.190], [2.080, 3.003, 1.931], [1.430, 2.235, 0.984], [-3.158, 2.546, 1.871], [-2.293, 3.220, 0.018], [-2.085, 3.514, -2.383], [-0.875, 3.100, -4.487], [0.817, 1.302, -4.617], [1.310, -0.073, -2.641], [2.609, -1.357, 1.212], [3.677, -3.507, 0.687], [2.782, -4.927, -1.121], [0.813, -4.209, -2.431], [-0.292, -2.075, -1.921], [1.005, -0.610, 2.834], [2.171, 0.778, 4.494], [2.850, 3.083, 3.928], [2.394, 4.009, 1.685], [1.253, 2.639, -0.004], [-1.954, -2.660, 0.050], [-3.064, -2.304, -0.935], [-2.435, -1.106, -1.535], [-3.296, -3.275, -1.794], [-4.067, -1.819, -0.124], [-3.593, -2.131, 3.783], [-2.429, -1.432, 3.032], [-1.487, -0.871, 2.495]]
}

=====

Entry 4:
{
  "formula": "CH6NO",
  "method": "ωB97M-V/def2-TZVPD",
  "orbital_gap_ev": 11.48,
  "homo_energy_ev": -16.9,
  "relative_energy_kcal_mol": 5.9,
  "total_charge": 1,
  "species": ["C", "N", "H", "H", "H", "H", "H", "H", "O"],
  "coordinates": [[-0.486, 0.568, -1.320], [0.447, 0.698, -0.475], [-1.317, -0.125, -1.196], [-0.556, 1.232, -2.185], [1.146, 1.428, -0.587], [0.457, 0.201, 0.440], [0.547, -1.129, 2.336], [-0.125, -1.897, 1.334], [-0.113, -0.977, 1.655]]
}

=====

Entry 5:
{
  "formula": "C20H28N3O8PtSSi2",
  "method": "ωB97M-V/def2-TZVPD",
  "orbital_gap_ev": 6.95,
  "homo_energy_ev": -5.3,
  "relative_energy_kcal_mol": 0.0,
  "total_charge": -1,
  "species": ["Pt", "C", "Si", "C", "C", "C", "C", "C", "C", "C", "Si", "C", "C", "H", "H", "H", "H", "H", "H", "H", "H", "H", "H", "H", "H", "H", "H", "H", "H", "C", "C", "S", "O", "C", "C", "H", "H", "H", "H", "H", "H", "H", "H", "H", "H", "O", "N", "O", "C", "C", "C", "C", "O", "C", "C", "N", "O", "O", "N", "O", "O", "H", "H"],
  "coordinates": [[0.203, 0.948, 1.112], [0.118, 1.673, 4.398], [0.738, 0.337, 3.223], [-0.078, -1.268, 3.763], [2.603, 0.163, 3.449], [3.237, -0.060, 4.674], [4.618, -0.181, 4.746], [5.381, -0.087, 3.588], [4.757, 0.128, 2.367], [3.369, 0.260, 2.286], [2.394, 0.518, 0.686], [2.693, -1.026, -0.363], [3.186, 1.934, -0.277], [0.346, 1.400, 5.433], [-0.964, 1.788, 4.306], [0.585, 2.636, 4.186], [0.159, -1.494, 4.808], [0.254, -2.103, 3.144], [-1.163, -1.189, 3.664], [2.650, -0.138, 5.584], [5.101, -0.349, 5.702], [6.459, -0.181, 3.642], [5.361, 0.196, 1.468], [3.755, -1.284, -0.369], [2.387, -0.841, -1.396], [2.127, -1.877, 0.022], [4.243, 1.741, -0.484], [3.108, 2.866, 0.285], [2.676, 2.079, -1.233], [-3.155, -2.511, -2.065], [-2.222, -3.663, -1.743], [-0.608, -3.133, -1.089], [-0.890, -2.131, -0.021], [0.013, -2.222, -2.558], [-0.244, -0.732, -2.440], [-4.171, -2.868, -2.234], [-2.842, -1.977, -2.961], [-3.166, -1.808, -1.232], [-2.002, -4.301, -2.603], [-2.631, -4.297, -0.954], [-0.440, -2.665, -3.446], [1.083, -2.433, -2.580], [-1.302, -0.509, -2.550], [0.305, -0.183, -3.207], [0.068, -0.375, -1.455], [-4.292, 0.646, -5.179], [-4.522, 0.524, -3.985], [-5.392, -0.207, -3.538], [-3.582, 1.106, -3.058], [-3.750, 0.913, -1.698], [-2.835, 1.428, -0.811], [-1.684, 2.227, -1.221], [-0.854, 2.721, -0.444], [-1.613, 2.388, -2.664], [-2.494, 1.838, -3.543], [-0.499, 3.148, -3.214], [0.103, 2.648, -4.153], [-0.267, 4.240, -2.747], [-3.090, 1.184, 0.595], [-2.161, 1.207, 1.394], [-4.224, 0.895, 0.929], [-4.597, 0.352, -1.331], [-2.347, 1.962, -4.607]]
}

=====

Entry 6:
{
  "formula": "C10H12CoN2O4S",
  "method": "ωB97M-V/def2-TZVPD",
  "orbital_gap_ev": [5.88, 3.36],
  "s_squared": 6.0153,
  "homo_energy_ev": [-17.8, -19.6],
  "total_charge": 3,
  "multiplicity": 5,
  "species": ["Co", "O", "C", "C", "O", "C", "O", "C", "O", "C", "H", "H", "C", "H", "H", "S", "C", "N", "C", "C", "C", "N", "H", "H", "H", "H", "H", "H", "H", "H"],
  "coordinates": [[1.849, -1.243, -0.030], [-0.770, -1.427, 1.185], [0.315, -1.519, 0.782], [3.178, -0.629, -0.972], [3.871, -0.007, -1.647], [1.146, -1.870, -1.525], [0.552, -2.017, -2.507], [2.336, -0.174, 1.282], [2.464, 0.726, 2.017], [3.543, -3.728, 0.805], [3.483, -3.565, 1.879], [2.854, -4.464, 0.394], [4.475, -3.138, 0.055], [4.592, -3.362, -1.003], [5.218, -2.467, 0.483], [0.482, 1.208, -0.978], [-1.134, 1.544, -0.466], [-1.404, 2.338, 0.588], [-2.740, 2.820, 0.952], [-3.789, 1.821, 0.508], [-3.577, 1.525, -0.967], [-2.187, 1.122, -1.194], [-0.588, 2.750, 1.034], [-2.894, 3.811, 0.490], [-2.734, 2.967, 2.032], [-4.760, 2.301, 0.623], [-3.775, 0.915, 1.136], [-3.823, 2.404, -1.592], [-4.215, 0.701, -1.291], [-1.967, 0.657, -2.073]]
}

=====

Entry 7:
{
  "formula": "BrFS",
  "method": "ωB97M-V/def2-TZVPD",
  "orbital_gap_ev": [7.35, 8.75],
  "s_squared": 2.0077,
  "homo_energy_ev": [-8.2, -11.7],
  "relative_energy_kcal_mol": 0.0,
  "multiplicity": 3,
  "species": ["F", "S", "Br"],
  "coordinates": [[1.527, -0.305, -0.088], [-0.104, 0.213, -0.787], [-1.423, 0.092, 0.875]]
}

=====

Entry 8:
{
  "formula": "C5H7NO",
  "method": "ωB97M-V/def2-TZVPD",
  "orbital_gap_ev": 10.04,
  "homo_energy_ev": -9.3,
  "relative_energy_kcal_mol": 43.4,
  "smiles": "C=C=CC.N=C=O",
  "species": ["C", "C", "C", "C", "N", "C", "O", "H", "H", "H", "H", "H", "H", "H"],
  "coordinates": [[1.720, 0.702, -0.563], [0.631, -0.284, -0.896], [0.154, -1.168, -0.060], [-0.245, -2.107, 0.753], [-2.143, 0.722, 0.954], [-1.656, 1.490, 0.146], [-1.127, 2.151, -0.662], [2.628, 0.460, -1.128], [1.964, 0.675, 0.502], [1.426, 1.723, -0.828], [0.244, -0.275, -1.915], [0.306, -3.046, 0.777], [-1.102, -2.004, 1.410], [-2.895, 0.986, 1.572]]
}

=====

Entry 9:
{
  "formula": "C35H57N3O7",
  "method": "ωB97M-V/def2-TZVPD",
  "orbital_gap_ev": 8.71,
  "homo_energy_ev": -8.2,
  "relative_energy_kcal_mol": 0.4,
  "smiles": "CNC[C@@](C#N)(C[C@@H]1CO1)[C@@H](C#N)Cc1ccccc1C.CC(C)=O.CC(C)=O.CC(C)=O.CC(C)=O.CC(C)=O.CC(C)=O",
  "species": ["C", "N", "C", "C", "C", "N", "C", "C", "C", "O", "C", "C", "N", "C", "C", "C", "C", "C", "C", "C", "C", "H", "H", "H", "H", "H", "H", "H", "H", "H", "H", "H", "H", "H", "H", "H", "H", "H", "H", "H", "H", "H", "C", "C", "O", "C", "H", "H", "H", "H", "H", "H", "C", "C", "O", "C", "H", "H", "H", "H", "H", "H", "C", "C", "O", "C", "H", "H", "H", "H", "H", "H", "C", "C", "O", "C", "H", "H", "H", "H", "H", "H", "C", "C", "O", "C", "H", "H", "H", "H", "H", "H", "C", "C", "O", "C", "H", "H", "H", "H", "H", "H"],
  "coordinates": [[5.330, -1.736, 0.355], [4.494, -2.625, -0.532], [3.680, -1.708, -1.358], [2.143, -2.113, -1.491], [2.027, -2.948, -2.827], [1.897, -3.647, -3.730], [1.538, -2.863, -0.245], [1.012, -4.369, -0.739], [-0.531, -4.362, -1.388], [-0.075, -4.941, 0.041], [1.345, -0.746, -1.801], [1.983, -0.206, -3.142], [2.604, 0.230, -4.004], [-0.196, -0.968, -2.061], [-1.112, -0.657, -0.821], [-0.667, -0.012, 0.421], [-1.590, 0.277, 1.558], [-3.019, -0.058, 1.479], [-3.486, -0.731, 0.242], [-2.567, -1.040, -0.880], [-3.041, -1.779, -2.193], [4.683, -0.979, 0.892], [5.935, -2.314, 1.100], [5.973, -1.117, -0.346], [5.127, -3.189, -1.103], [4.122, -1.729, -2.403], [3.714, -0.630, -1.033], [0.630, -2.388, 0.199], [2.263, -3.077, 0.580], [1.793, -5.076, -1.228], [-0.063, -4.940, -2.286], [-1.346, -5.125, -1.288], [1.586, 0.017, -1.015], [-0.447, -1.973, -2.506], [-0.498, -0.211, -2.854], [0.399, 0.281, 0.581], [-1.155, 0.758, 2.478], [-3.732, 0.181, 2.309], [-4.555, -1.027, 0.115], [-2.898, -1.060, -3.042], [-4.097, -2.129, -2.054], [-2.374, -2.688, -2.314], [-5.049, 3.047, 1.764], [-4.948, 2.706, 3.225], [-4.697, 1.576, 3.595], [-5.172, 3.822, 4.214], [-4.865, 2.150, 1.171], [-6.050, 3.418, 1.537], [-4.299, 3.798, 1.504], [-6.179, 4.227, 4.094], [-4.429, 4.607, 4.062], [-5.070, 3.433, 5.228], [8.616, 2.220, 0.342], [7.725, 1.458, 1.289], [6.869, 0.702, 0.880], [7.939, 1.674, 2.765], [8.351, 1.968, -0.685], [8.481, 3.293, 0.486], [9.659, 1.946, 0.512], [7.774, 2.723, 3.016], [8.952, 1.376, 3.042], [7.230, 1.064, 3.326], [-9.378, 5.311, 0.924], [-9.115, 4.142, 1.838], [-8.490, 3.174, 1.460], [-9.658, 4.225, 3.241], [-8.931, 5.115, -0.051], [-10.454, 5.447, 0.794], [-8.931, 6.216, 1.339], [-10.746, 4.313, 3.215], [-9.223, 5.083, 3.759], [-9.394, 3.317, 3.785], [0.771, -1.411, 4.713], [0.622, -2.281, 3.491], [1.097, -1.956, 2.423], [-0.141, -3.570, 3.647], [1.341, -0.518, 4.453], [-0.213, -1.107, 5.074], [1.307, -1.955, 5.493], [-1.165, -3.360, 3.962], [0.355, -4.209, 4.380], [-0.169, -4.092, 2.689], [6.330, -5.975, -6.381], [5.247, -5.965, -5.332], [5.003, -6.950, -4.668], [4.480, -4.682, -5.141], [6.797, -6.960, -6.408], [5.900, -5.763, -7.362], [7.092, -5.233, -6.136], [3.968, -4.413, -6.067], [5.161, -3.882, -4.841], [3.737, -4.818, -4.360], [-2.297, 4.467, -1.456], [-2.583, 5.760, -0.736], [-3.558, 5.884, -0.025], [-1.608, 6.893, -0.934], [-3.078, 3.742, -1.222], [-2.287, 4.636, -2.534], [-1.336, 4.063, -1.129], [-1.568, 7.169, -1.990], [-0.617, 6.596, -0.584], [-1.938, 7.758, -0.358]]
}

=====

Entry 10:
{
  "formula": "C4H6N2",
  "method": "ωB97M-V/def2-TZVPD",
  "orbital_gap_ev": 9.32,
  "homo_energy_ev": -9.3,
  "relative_energy_kcal_mol": 56.0,
  "species": ["C", "C", "N", "C", "C", "N", "H", "H", "H", "H", "H", "H"],
  "coordinates": [[1.227, -1.097, -0.200], [0.597, 0.124, -0.867], [-0.675, 0.418, -0.206], [-0.757, 1.384, 0.669], [-1.964, 1.335, 1.443], [-2.823, 1.337, 2.228], [1.095, -1.021, 0.884], [0.766, -2.032, -0.539], [2.298, -1.148, -0.410], [0.434, -0.033, -1.940], [-1.406, -0.284, -0.336], [1.208, 1.018, -0.727]]
}